1.
Density functional theory data (wB97M-V/def2-TZVPD) for the molecule C34H36F7INO5PS.

Each line ends with the Löwdin charge.
Positions of all 86 atoms, in Å:
C -7.1531 -1.8787 -0.6714  -0.068
C -6.8153 -2.5265 0.7138  -0.126
C -6.4515 -1.4167 1.7108  -0.475
O -7.2397 -0.9427 2.4907  0.129
O -5.1103 -1.0374 1.6480  -0.046
C -5.0433 0.3268 1.1813  -0.163
C -4.2129 0.4545 -0.1204  -0.134
C -2.7092 0.4978 0.1695  -0.204
C -1.9559 -0.6668 -0.0177  -0.576
I -2.7560 -2.4940 -0.7321  1.008
C -0.6021 -0.6247 0.2954  -0.458
C 0.0295 0.5198 0.7726  -0.188
C -0.7107 1.7054 0.9145  0.004
C -0.0225 2.9762 1.3856  -0.383
F 1.2929 3.0323 0.9925  0.094
F -0.5694 4.1051 0.8101  0.059
C -0.1441 3.1877 2.9037  -0.091
C -0.8188 4.2943 3.4008  -0.021
C -0.9692 4.4990 4.7634  -0.043
C -0.4378 3.6067 5.6849  0.002
C 0.2297 2.4974 5.1820  -0.101
C 0.7795 1.4914 6.1981  -0.560
F 0.6168 0.2298 5.7747  0.153
F 2.0499 1.7466 6.5386  0.158
F 0.0500 1.6066 7.3430  0.109
C 0.3835 2.2938 3.8318  0.051
C -2.0796 1.6654 0.6157  -0.100
C -2.9962 2.8994 0.7883  -0.080
C -3.0616 3.6542 -0.5618  -0.166
F -4.3792 3.8072 -0.9974  -0.060
N 1.3952 0.3803 1.0769  0.086
C 2.2204 -0.0959 0.0452  -0.240
C 3.3532 0.5643 -0.3910  -0.001
C 4.1599 0.0335 -1.3849  -0.153
P 5.6111 1.0769 -1.8054  0.505
O 6.7459 0.6349 -1.0069  -0.244
O 5.2198 2.6011 -1.3179  -0.136
O 5.8895 1.1537 -3.4008  -0.119
C 3.8532 -1.2010 -1.9938  -0.095
C 4.7506 -1.7855 -3.0835  -0.273
F 6.0958 -1.6452 -2.7746  0.001
C 4.3795 -1.1530 -4.4633  -0.169
C 3.7521 -2.1613 -5.4788  -0.079
C 2.6907 -1.8648 -1.5703  -0.155
C 2.2380 -3.1947 -2.1974  -0.306
C 0.8347 -3.0468 -2.9053  -0.068
C 2.2386 -4.3863 -1.1770  -0.222
C 3.3238 -4.2085 -0.0741  -0.082
C 1.9167 -1.3111 -0.5531  -0.338
S 0.4200 -2.0893 0.0780  0.995
H -7.1756 -0.7806 -0.6223  0.074
H -8.1405 -2.2340 -0.9899  0.075
H -6.4014 -2.1763 -1.4146  0.063
H -5.9026 -3.1310 0.6118  0.091
H -7.6474 -3.0951 1.1382  0.115
H -4.6312 0.9310 2.0031  0.127
H -6.0368 0.7508 0.9664  0.131
H -4.4732 -0.3746 -0.7858  0.047
H -4.4827 1.4078 -0.5954  0.109
H -1.2919 5.0361 2.7590  0.123
H -1.5169 5.3775 5.1061  0.116
H -0.5868 3.7930 6.7443  0.128
H 0.8957 1.4072 3.4480  0.130
H -2.5392 3.4923 1.5884  0.092
H -3.9834 2.6155 1.1611  0.105
H -2.5272 4.6123 -0.5369  0.115
H -2.5508 3.0404 -1.3205  0.128
H 1.7997 1.0921 1.6625  0.115
H 3.6239 1.5108 0.0823  0.118
H 4.8248 3.0560 -2.0766  0.071
H 5.2825 1.8120 -3.7741  0.084
H 4.5841 -2.8637 -3.2026  0.125
H 3.6194 -0.3773 -4.2767  0.104
H 5.2248 -0.6229 -4.9180  0.103
H 3.4854 -3.1255 -5.0313  0.059
H 4.4762 -2.2988 -6.2960  0.072
H 2.8840 -1.6753 -5.9452  0.072
H 2.9149 -3.5014 -3.0011  0.089
H 0.8518 -3.4659 -3.9175  0.074
H 0.1072 -3.5988 -2.2938  0.029
H 0.4932 -2.0021 -2.8840  0.076
H 1.2433 -4.6173 -0.7767  0.084
H 2.5519 -5.2738 -1.7559  0.111
H 2.9222 -3.5129 0.6743  0.063
H 3.5702 -5.1834 0.3693  0.075
H 4.2505 -3.8355 -0.5309  0.081

SMILES: CCC(=O)OCCc1c(I)c2c(c(C(F)(F)c3cccc(C(F)(F)F)c3)c1CCF)Nc1cc(P(=O)(O)O)c([C@H](F)CC)c([C@H](C)CC)c1S2
HOMO in eV: -8.33
Orbital gap in hartree: 0.30296
Charge: 0
Lowest unoccupied orbital energy in eV: -0.0827

=====

2.
Density functional theory data (wB97M-V/def2-TZVPD) for a structure of composition C34H36N5O4PSYb.

Each line ends with the Mulliken spin population.
Positions of all 82 atoms, in Å:
Yb 5.6229 -8.5204 18.3138  1.015
C 6.0250 -6.7946 22.7604  0.000
C 6.1634 -7.5331 21.4254  -0.001
N 5.4511 -7.3057 20.3365  -0.004
O 4.7258 -6.1118 20.5417  0.000
C 7.1968 -8.5303 21.3359  -0.001
C 8.0520 -9.1634 22.3719  0.000
N 7.3876 -8.9651 20.0629  0.000
O 8.0238 -10.0430 19.9282  0.002
H 5.0873 -6.2808 22.6827  0.000
H 6.8308 -6.0421 22.8975  0.000
H 6.0100 -7.5331 23.5892  0.000
H 4.8970 -5.5099 19.7382  0.000
H 8.8348 -8.4785 22.6814  0.000
H 8.4902 -10.0286 21.8755  0.000
H 7.5332 -9.5129 23.2473  0.000
C 2.4112 -7.9077 17.5977  0.001
C 3.0620 -6.7360 16.9881  -0.001
C 2.2124 -5.6587 16.4429  0.000
C 2.7645 -4.6495 15.7337  0.000
C 4.2187 -4.6259 15.5860  0.000
C 4.8302 -3.5937 14.8281  0.000
C 6.1642 -3.3736 15.0332  0.000
C 6.9567 -4.1871 15.8702  0.000
C 6.4328 -5.3161 16.4725  0.000
S 7.6008 -6.2261 17.3482  -0.001
C 5.0030 -5.5418 16.3774  0.000
N 4.3898 -6.6426 16.9479  -0.001
H 2.7861 -8.3227 18.5529  0.000
H 2.2536 -8.7147 16.8375  0.000
H 1.4005 -7.5677 17.8183  0.000
H 1.1189 -5.6173 16.7022  0.000
H 2.1563 -3.9061 15.2153  0.000
H 4.2722 -2.9493 14.2275  0.000
H 6.7214 -2.5960 14.5352  0.000
H 8.0497 -4.0515 15.9405  0.000
C 1.9915 -11.7863 18.6726  0.000
N 2.4451 -11.4792 20.0243  0.000
C 3.3881 -10.4822 20.1446  0.000
N 3.4418 -9.9189 21.3760  0.000
O 4.1420 -10.1783 19.1764  -0.002
H 0.8673 -11.8286 18.5780  0.000
H 2.3521 -12.8345 18.4482  0.000
H 2.5505 -11.2546 17.8867  0.000
H 1.6978 -11.3757 20.7015  0.000
H 3.0529 -10.4346 22.1227  0.000
H 4.1990 -9.3234 21.5407  0.000
O 6.1531 -9.7115 16.5549  -0.006
P 6.9229 -10.4859 15.4958  0.001
C 8.4963 -9.6818 15.2263  0.000
C 8.4582 -8.3318 14.7751  0.000
C 9.6420 -7.6698 14.4823  0.000
C 10.8528 -8.3310 14.6573  0.000
C 10.8876 -9.6752 15.0300  0.000
C 9.6875 -10.3521 15.4187  0.000
C 7.2688 -12.1557 16.0440  0.000
C 7.6129 -13.0137 15.0149  0.000
C 8.1228 -14.3164 15.3106  0.000
C 8.3092 -14.6844 16.6391  0.000
C 8.0521 -13.7342 17.6588  0.000
C 7.5051 -12.4965 17.4058  0.000
C 5.9471 -10.4566 13.9462  0.000
C 6.6522 -10.2071 12.7891  0.000
C 5.9301 -9.8328 11.6061  0.000
C 4.5760 -9.9923 11.5803  0.000
C 3.8938 -10.4649 12.7417  0.000
C 4.5768 -10.7276 13.8874  0.000
H 7.4844 -7.7952 14.5869  0.000
H 9.6103 -6.5834 14.1261  0.000
H 11.8403 -7.8357 14.5359  0.000
H 11.8000 -10.2219 15.0815  0.000
H 9.7873 -11.3419 15.7642  0.000
H 7.3567 -12.7584 13.9602  0.000
H 8.3663 -15.0073 14.5045  0.000
H 8.6074 -15.7004 16.9136  0.000
H 8.1730 -14.0833 18.6790  0.000
H 7.2490 -11.7853 18.1700  0.000
H 7.7088 -10.1858 12.7538  0.000
H 6.4746 -9.6188 10.7098  0.000
H 3.9304 -9.6927 10.7370  0.000
H 2.8436 -10.6502 12.6769  0.000
H 4.0552 -11.1228 14.7716  0.000

Multiplicity: 2
HOMO (spin up / spin down) in eV: -8.98 / -8.98
Orbital gap (spin up / spin down) in hartree: 0.24505 / 0.21694
<S²>: 0.751
Charge: +1
Lowest unoccupied orbital energy (spin up / spin down) in eV: -2.3140 / -3.0786
ΔE to the lowest compared entry with this formula, charge and spin in kcal/mol: 0.0

=====

3.
Density functional theory data (wB97M-V/def2-TZVPD) for a structure of composition C34H36N5O6P2PbS2.

Each line ends with the Löwdin charge.
Positions of all 86 atoms, in Å:
Pb 1.2052 -0.4444 1.6827  1.410
C -2.5170 -1.2568 2.2168  -0.270
P -1.3922 -1.5472 0.8165  0.822
C -1.6343 -3.3356 0.5295  -0.245
C -2.1591 -0.7283 -0.6160  -0.350
C -3.4580 -0.2355 -0.5082  -0.072
C -4.0681 0.4422 -1.5520  -0.063
C -3.3634 0.6664 -2.7214  -0.059
C -2.0690 0.1841 -2.8469  -0.089
C -1.4589 -0.5208 -1.8107  -0.325
P 0.1120 -1.2874 -2.3296  0.719
C 0.9112 -0.4262 -3.6953  -0.160
C -0.6438 -2.7086 -3.1926  -0.205
H -2.6333 -0.1861 2.3856  0.045
H -2.0362 -1.6758 3.1022  0.046
H -3.4901 -1.7331 2.0883  0.053
H -1.3487 -3.8762 1.4326  0.055
H -1.0140 -3.6957 -0.2886  0.004
H -2.6847 -3.5363 0.3128  0.059
H -4.0092 -0.3759 0.4113  0.099
H -5.0831 0.7997 -1.4426  0.118
H -3.8131 1.2119 -3.5405  0.118
H -1.5416 0.3587 -3.7767  0.108
H 0.7830 0.6511 -3.6386  0.050
H 0.5190 -0.8141 -4.6328  0.070
H 1.9769 -0.6488 -3.6374  0.075
H 0.1088 -3.3117 -3.6912  0.030
H -1.3456 -2.3081 -3.9250  0.065
H -1.2027 -3.3286 -2.4909  0.052
C -4.4330 4.8458 -0.0735  -0.040
C -3.2266 4.2480 0.5939  -0.255
C -2.8276 4.6707 1.8585  -0.020
C -1.7244 4.1116 2.4839  -0.034
C -1.0163 3.1128 1.8333  -0.276
C -1.3940 2.6682 0.5767  -0.055
C -2.4935 3.2442 -0.0357  -0.029
S 0.3830 2.4124 2.6282  0.592
O 1.3680 2.1074 1.5762  -0.403
O 0.7949 3.2822 3.6909  -0.271
N -0.1412 0.9693 3.1179  -0.239
C 0.2745 0.4472 4.3481  -0.446
C 0.1529 1.0848 5.5850  -0.003
C 0.5847 0.4106 6.7057  -0.042
C 1.1122 -0.8753 6.5910  -0.062
C 1.1887 -1.4328 5.3359  -0.132
N 0.7816 -0.7851 4.2362  -0.028
H -4.6292 5.8526 0.2916  0.082
H -5.3218 4.2439 0.1285  0.087
H -4.3045 4.8921 -1.1547  0.081
H -3.3762 5.4614 2.3547  0.120
H -1.3967 4.4606 3.4531  0.117
H -0.8240 1.8942 0.0792  0.079
H -2.7817 2.9197 -1.0272  0.101
H -0.2571 2.0811 5.6396  0.113
H 0.5095 0.8819 7.6768  0.116
H 1.4547 -1.4243 7.4556  0.107
H 1.5899 -2.4275 5.1837  0.112
O 3.4722 -0.1923 0.3516  -0.131
C 3.7860 0.5821 -0.5284  -0.188
C 2.8934 1.5356 -1.2054  -0.111
C 3.5324 2.6622 -1.7222  0.061
C 2.8003 3.6795 -2.2852  -0.134
C 1.4165 3.6024 -2.3774  0.039
C 0.7843 2.4779 -1.8969  -0.014
C 1.4896 1.4156 -1.2966  -0.374
O 0.8131 0.3468 -0.9051  -0.404
N 3.4960 4.8612 -2.8097  -0.356
O 2.8227 5.6938 -3.3815  0.084
O 4.6962 4.9260 -2.6432  0.086
H 4.8382 0.6422 -0.8590  0.140
H 4.6099 2.7524 -1.6717  0.132
H 0.8644 4.4119 -2.8324  0.128
H -0.2927 2.3869 -1.9798  0.107
C 3.2279 -6.6467 0.1968  -0.017
C 2.8127 -5.7648 -0.9348  -0.304
C 2.9726 -6.1256 -2.2694  0.008
C 2.5632 -5.2233 -3.2294  -0.087
N 2.0378 -4.0346 -2.9185  0.062
C 1.9172 -3.8033 -1.6277  -0.657
S 1.4288 -2.1993 -0.9866  0.785
N 2.2654 -4.5861 -0.6175  0.101
H 3.6596 -7.5801 -0.1558  0.082
H 2.3662 -6.8672 0.8268  0.090
H 3.9587 -6.1256 0.8153  0.093
H 3.4068 -7.0753 -2.5452  0.119
H 2.6638 -5.4430 -4.2854  0.122

HOMO in eV: -10.82
Orbital gap in hartree: 0.30614
Charge: +1
Lowest unoccupied orbital energy in eV: -2.4929
ΔE to the lowest compared entry with this formula, charge and spin in kcal/mol: 10.0